A molecular structure, C42H40Cl5P4Sm. Source: the OMol25 dataset; level of theory: wB97M-V/def2-TZVPD.

Last column: Mulliken charge in e.
CARTESIAN COORDINATES (ANGSTROEM)
Sm -0.35158 0.01965 0.66152  0.57
Cl -2.99750 1.09029 2.63418  -0.08
C -2.03538 2.47452 2.19092  -0.06
C -0.88766 2.15490 1.48844  0.54
C -0.04844 3.20811 1.18444  0.22
Cl 1.43210 2.68663 0.40285  -0.13
C -0.31792 4.52882 1.49881  -0.45
Cl 0.77201 5.78347 1.08273  -0.13
C -1.51965 4.80827 2.16413  0.57
Cl -1.92313 6.42498 2.55129  -0.16
C -2.38607 3.77025 2.53534  -0.29
Cl -3.83697 4.09555 3.38599  -0.12
C -1.11731 -0.70184 5.12797  -1.50
P -0.13160 -0.26300 3.63999  1.01
C 0.68087 1.26157 4.24890  -1.57
C 1.13268 -1.58807 3.71375  0.58
C 2.18884 -1.58008 4.61940  -0.81
C 3.07928 -2.64146 4.67859  -0.84
C 2.91794 -3.72410 3.82696  -0.91
C 1.86668 -3.74991 2.92253  -0.28
C 0.95899 -2.69455 2.86153  -0.01
P -0.43964 -2.69740 1.67309  1.30
C -0.16125 -4.18439 0.65186  -1.80
C -1.86863 -3.26371 2.67457  -1.17
H -0.50066 -0.53548 6.01036  0.47
H -1.40801 -1.74956 5.10276  0.46
H -2.00868 -0.07725 5.18111  0.42
H 1.10254 1.13631 5.24523  0.63
H -0.09473 2.02790 4.29779  0.38
H 1.45696 1.59778 3.56014  0.36
H 2.31483 -0.74323 5.29513  0.40
H 3.89270 -2.62704 5.39145  0.46
H 3.60858 -4.55553 3.87282  0.44
H 1.76473 -4.60583 2.26884  0.40
H 0.77659 -4.12521 0.10029  0.49
H -0.97307 -4.25045 -0.07280  0.43
H -0.17749 -5.08237 1.26918  0.61
H -1.56305 -4.08525 3.32191  0.38
H -2.65363 -3.61098 2.00146  0.53
H -2.26917 -2.45125 3.27712  0.23
C -1.46977 0.09620 -3.08325  -1.32
C -0.31430 -0.85901 -3.38040  -1.33
P 0.32485 -1.59329 -1.80609  0.84
C 1.00636 -3.16286 -2.43614  0.60
C 0.06472 -4.11728 -2.83074  -0.46
C 0.48001 -5.33506 -3.33952  -0.92
C 1.83810 -5.61035 -3.44281  -0.52
C 2.77414 -4.66959 -3.04305  -0.82
C 2.36415 -3.44292 -2.53637  -0.29
C 1.84654 -0.65208 -1.34974  0.45
C 2.47006 0.31426 -2.13122  -0.57
C 3.58149 0.99414 -1.64773  -0.67
C 4.07993 0.72274 -0.38120  -1.03
C 3.47893 -0.24998 0.40591  -0.43
C 2.36195 -0.92733 -0.06897  -0.66
P -0.90499 1.39413 -1.88591  1.85
C -2.51381 2.01094 -1.26682  0.82
C -2.78849 3.37419 -1.16999  -1.04
C -3.99968 3.80299 -0.65055  -0.75
C -4.95203 2.87963 -0.23920  -0.63
C -4.67685 1.52345 -0.31238  -0.94
C -3.45158 1.09006 -0.79758  -0.58
C -0.38883 2.72125 -3.02723  0.38
C -1.29285 3.17368 -3.99184  -0.54
C -0.91685 4.16747 -4.87751  -0.87
C 0.35624 4.72112 -4.80516  -0.61
C 1.25178 4.28402 -3.84361  -1.06
C 0.88215 3.28321 -2.95442  -0.03
H -2.29345 -0.46229 -2.63296  0.47
H -1.83994 0.55998 -3.99591  0.79
H 0.48341 -0.36406 -3.93612  0.43
H -0.65635 -1.69187 -3.99428  0.78
H -0.99507 -3.89785 -2.74216  0.45
H -0.24850 -6.06963 -3.65573  0.44
H 2.16561 -6.56122 -3.84113  0.42
H 3.83021 -4.88716 -3.13087  0.44
H 3.10334 -2.71257 -2.23285  0.39
H 2.10472 0.53129 -3.12607  0.50
H 4.06759 1.73277 -2.27235  0.43
H 4.94829 1.25284 -0.01356  0.42
H 3.89554 -0.51065 1.37101  0.58
H 1.97404 -1.77639 0.49513  0.68
H -2.06024 4.09593 -1.51586  0.54
H -4.20630 4.86376 -0.58532  0.48
H -5.90992 3.21439 0.13537  0.45
H -5.41536 0.80380 0.01501  0.50
H -3.25890 0.01643 -0.85969  0.24
H -2.29418 2.76304 -4.03357  0.41
H -1.62004 4.51187 -5.62391  0.45
H 0.64414 5.50082 -5.49757  0.43
H 2.23705 4.72612 -3.77632  0.47
H 1.57784 2.94585 -2.19933  0.39

F_max   5.4 eV/A
Charge   +2
Energy relative to the best compared isomer or geometry (same formula, charge and spin)   465.1 kJ/mol
HOMO (alpha / beta)   -9.733 / -13.411 eV
Frontier orbital gap (alpha / beta)   3.99 / 5.55 eV
Spin multiplicity   6


A molecular structure, C42H40F15GeN6P2PdS. Source: the OMol25 dataset; level of theory: wB97M-V/def2-TZVPD.

Last column: Mulliken charge in e.
CARTESIAN COORDINATES (ANGSTROEM)
Pd -0.36703 0.21665 -0.65551  1.08
C -3.50852 1.73508 -3.73955  -1.74
P -2.09898 1.50566 -2.54807  0.43
C -2.22754 -0.36180 -2.61217  -0.33
N -2.09351 -0.93021 -3.77417  -0.02
C -2.23244 -2.29938 -3.85255  -0.20
C -1.94768 -2.95388 -5.05999  -0.36
C -2.07085 -4.31993 -5.15062  -0.61
C -2.49155 -5.06553 -4.03833  -0.52
C -2.77670 -4.43667 -2.84961  -0.45
C -2.64345 -3.04271 -2.74027  0.06
N -2.87601 -2.42855 -1.53223  -0.53
C -2.61971 -1.15219 -1.43514  0.25
P -2.31963 -0.49025 0.26293  1.32
C -2.36635 -2.05197 1.21394  -1.68
C -3.87011 0.35545 0.88846  2.26
C -3.60366 0.69228 2.36010  -2.28
C -5.10061 -0.54209 0.77210  -1.96
C -4.12643 1.66426 0.15335  -1.95
C -0.66193 2.05378 -3.64798  2.81
C -1.02248 3.47380 -4.10447  -2.21
C 0.58401 2.15620 -2.76857  -1.26
C -0.34958 1.21988 -4.88591  -1.91
H -3.31464 1.27327 -4.70765  0.37
H -3.73575 2.79309 -3.86750  0.42
H -4.39059 1.25523 -3.31004  0.45
H -1.62529 -2.35118 -5.89947  0.45
H -1.84155 -4.82562 -6.08003  0.38
H -2.58673 -6.14118 -4.11665  0.38
H -3.09265 -4.98526 -1.97147  0.46
H -3.27569 -2.63162 1.06574  0.46
H -2.22922 -1.82336 2.27225  0.32
H -1.51942 -2.65684 0.89448  0.42
H -3.49441 -0.20318 2.97324  0.35
H -4.44605 1.26441 2.75852  0.54
H -2.70097 1.29812 2.46780  0.44
H -5.04262 -1.40190 1.43948  0.37
H -5.23118 -0.91418 -0.24554  0.32
H -5.99503 0.02645 1.04345  0.53
H -3.24419 2.30164 0.13992  0.28
H -4.94317 2.19460 0.65444  0.64
H -4.43054 1.49278 -0.87851  0.33
H -1.35567 4.09546 -3.27041  0.44
H -1.79657 3.47666 -4.87156  0.41
H -0.13172 3.94464 -4.52952  0.52
H 0.77994 1.21474 -2.23322  -0.84
H 0.48334 2.93045 -2.00567  0.37
H 1.46151 2.38166 -3.38104  0.50
H -1.22126 1.08246 -5.52313  0.24
H 0.01284 0.23019 -4.62577  0.15
H 0.42506 1.73408 -5.46505  0.59
F 3.01188 1.01284 5.54227  -0.37
C 2.65808 -0.10044 4.87554  0.90
C 1.96345 0.00669 3.68359  -0.13
C 1.56525 -1.18760 3.12088  -0.47
F 0.84686 -1.19187 1.99896  0.58
C 1.86337 -2.42544 3.67418  -0.29
F 1.46103 -3.54980 3.07617  -0.35
C 2.57839 -2.48651 4.85790  0.63
F 2.87080 -3.66170 5.41137  -0.33
C 2.97490 -1.30829 5.47067  0.08
F 3.64197 -1.35036 6.62802  -0.32
Ge 1.63198 1.78595 2.85768  0.53
S 1.05738 1.94439 0.83366  -0.83
C 0.29080 2.69018 4.01671  -0.31
C -0.48610 2.06870 4.97659  0.40
F -0.28227 0.77854 5.29313  -0.31
C -1.51337 2.70736 5.65424  0.16
F -2.23669 2.05753 6.57185  -0.33
C -1.78660 4.03335 5.37162  0.66
F -2.76687 4.66892 6.01229  -0.33
C -1.03079 4.69603 4.41752  0.06
F -1.28599 5.97857 4.14536  -0.32
C -0.01730 4.01678 3.76251  0.26
F 0.69193 4.70264 2.86182  -0.35
C 3.41309 2.61987 3.16813  -0.69
C 4.48486 2.08936 2.47258  0.47
F 4.30765 1.00452 1.70365  -0.14
C 5.76987 2.60236 2.55601  -0.28
F 6.77583 2.05226 1.86944  -0.31
C 6.01018 3.69291 3.37524  0.79
F 7.23787 4.20251 3.47290  -0.32
C 4.96721 4.24058 4.10357  -0.04
F 5.19582 5.28040 4.91223  -0.31
C 3.69983 3.68943 3.99230  0.71
F 2.73865 4.23097 4.75720  -0.31
C 2.54009 -0.97087 -1.08126  -0.48
N 3.53705 -2.02366 -1.26631  0.09
C 3.04574 -3.23809 -0.61612  -0.51
N 1.76127 -3.67988 -1.15972  0.22
C 0.79743 -2.59568 -0.97508  0.70
N 1.23240 -1.35766 -1.64215  1.86
C 1.40726 -1.64158 -3.06905  -0.79
N 2.38467 -2.70601 -3.29844  0.13
C 3.65460 -2.29347 -2.69858  -0.73
C 1.91819 -3.90570 -2.59591  -0.65
H 2.87800 -0.05711 -1.57742  0.00
H 2.41404 -0.74758 -0.01891  -0.16
H 2.92776 -3.04482 0.45347  0.05
H 3.78252 -4.03490 -0.75124  0.40
H 0.67433 -2.39158 0.08814  -1.16
H -0.16867 -2.89299 -1.39153  -0.46
H 1.74856 -0.73002 -3.56629  0.10
H 0.44530 -1.93655 -3.49330  -0.26
H 4.00558 -1.38932 -3.20300  0.37
H 4.38982 -3.08843 -2.84911  0.37
H 2.64020 -4.71181 -2.75415  0.35
H 0.95385 -4.20744 -3.01463  0.30

F_max   0.7 eV/A
Charge   -1
Energy relative to the best compared isomer or geometry (same formula, charge and spin)   52.7 kJ/mol
HOMO   -3.816 eV
Frontier orbital gap   5.91 eV


charge of number 1 (C42H40Cl5P4Sm)?
+2